1.
{"formula": "C4H12N3S", "method": "the ωB97M-V functional and the def2-TZVPD basis", "charge": -1, "de_lowest_kcal_mol": 6.9, "e_tot_ev": -19649.8668, "homo_lumo_gap_ev": 6.68, "lumo_energy_ev": 3.88, "symbols": ["N", "C", "N", "N", "H", "H", "H", "H", "H", "C", "C", "C", "S", "H", "H", "H", "H", "H", "H", "H"], "positions_angstrom": [[-2.1102, 0.9472, -0.5805], [-1.5199, 2.2090, -0.5551], [-2.1611, 3.0665, -1.4763], [-0.5504, 2.6254, 0.1485], [-1.6389, 0.2687, 0.0306], [-2.2645, 0.6249, -1.5176], [-3.1614, 2.9833, -1.4350], [-1.8138, 4.0054, -1.3978], [-0.2733, 1.8750, 0.7833], [1.6252, -1.6366, -0.7313], [2.0208, -1.5003, 0.7351], [0.9182, -1.9525, 1.6898], [-0.6286, -1.0019, 1.5736], [1.4881, -2.6926, -0.9827], [2.3417, -1.2036, -1.4333], [0.6729, -1.1215, -0.8718], [2.9349, -2.0825, 0.8992], [2.2266, -0.4504, 0.9673], [1.2764, -1.9843, 2.7214], [0.6173, -2.9793, 1.4327]]}

=====

2.
{"formula": "C4H12N3S", "method": "the ωB97M-V functional and the def2-TZVPD basis", "charge": 1, "de_lowest_kcal_mol": 59.3, "e_tot_ev": -19639.4534, "homo_lumo_gap_ev": 9.48, "smiles": "CC/[N+](C)=C(\\N)NS", "lumo_energy_ev": -3.98, "symbols": ["C", "C", "C", "C", "N", "N", "N", "S", "H", "H", "H", "H", "H", "H", "H", "H", "H", "H", "H", "H"], "positions_angstrom": [[-1.1323, 0.1235, 0.3905], [1.8863, 0.3175, -1.5280], [1.1925, -0.9452, 1.0025], [0.6121, -0.5973, -1.4001], [-2.2248, 0.0502, -0.3983], [-1.0923, 0.5712, 1.5938], [0.1939, -0.9048, -0.0201], [-2.4310, 1.1841, 2.5233], [1.8514, 0.9665, -2.3959], [2.1515, 1.0495, -0.6906], [2.6747, -0.3514, -1.7011], [1.9429, -1.7115, 0.7859], [0.6515, -1.2053, 1.9101], [1.5385, 0.0502, 1.1521], [0.8110, -1.5888, -1.7678], [-0.3319, -0.1316, -1.7914], [-3.1152, 0.4790, -0.2227], [-2.3158, -0.6637, -1.1147], [-0.1739, 1.0148, 1.8998], [-2.6891, 2.2931, 1.7729]]}

=====

3.
{"formula": "C4H12N3W", "method": "the ωB97M-V functional and the def2-TZVPD basis", "charge": 1, "de_lowest_kcal_mol": 48.5, "e_tot_ev": -10626.0974, "homo_lumo_gap_ev": [6.21, 6.92], "s_squared": 2.0186, "lumo_energy_ev": [-3.81, -3.83], "multiplicity": 3, "symbols": ["C", "W", "N", "H", "H", "H", "H", "H", "H", "H", "H", "N", "C", "C", "C", "N", "H", "H", "H", "H"], "positions_angstrom": [[-1.4350, 1.2842, 0.1632], [0.4175, 0.0283, 0.2862], [0.9756, -1.5162, -1.0876], [1.2479, 0.9090, -0.9564], [1.9466, -1.3189, -1.3807], [-1.2682, 0.0031, -0.3438], [-1.7214, 1.5643, -0.8455], [-0.4148, 1.8492, 0.5158], [-2.2604, 1.4418, 0.9153], [1.0308, -2.4774, -0.6832], [0.4345, -1.5781, -1.9638], [0.4894, -1.5807, 2.8113], [0.8212, -1.4668, 4.1386], [1.5408, -0.2982, 4.2974], [1.5383, 0.4132, 3.0641], [0.7749, -0.3410, 2.1938], [-0.3800, -2.0554, 2.5408], [0.4746, -2.2171, 4.8370], [2.0185, -0.0013, 5.1910], [1.9566, 1.3582, 2.8465]]}

=====

4.
{"formula": "C4H12N4", "method": "the ωB97M-V functional and the def2-TZVPD basis", "charge": 0, "de_lowest_kcal_mol": 59.6, "e_tot_ev": -10300.6866, "homo_lumo_gap_ev": 8.29, "lumo_energy_ev": 0.84, "symbols": ["C", "N", "C", "C", "H", "H", "H", "H", "H", "H", "H", "C", "N", "N", "N", "H", "H", "H", "H", "H"], "positions_angstrom": [[-1.8499, -0.3247, -0.0114], [-0.0472, 0.6604, -2.1262], [0.0283, -0.5456, -1.6763], [-0.4904, -0.9082, -0.3729], [0.3104, 1.5560, -0.5888], [0.4392, 0.7936, -3.0081], [0.6343, -1.3052, -2.1840], [-0.4379, -1.9840, -0.2034], [-1.9075, 0.7366, -0.2632], [-2.0927, -0.4199, 1.0499], [-2.6422, -0.8331, -0.5620], [0.8644, -0.2200, 0.7764], [0.4234, -0.4406, 2.0841], [0.4957, 1.5571, 0.4505], [2.0941, -0.4831, 0.5163], [1.1770, -0.7611, 2.6732], [-0.4686, -0.8912, 2.1911], [1.3649, 2.0162, 0.7117], [-0.2897, 1.9730, 0.9462], [2.3944, -0.1763, -0.4030]]}

=====

5.
{"formula": "C4H12N4", "method": "the ωB97M-V functional and the def2-TZVPD basis", "charge": 0, "de_lowest_kcal_mol": 85.4, "e_tot_ev": -10299.5671, "homo_lumo_gap_ev": [6.98, 6.97], "smiles": "[H]/N=C/C.CN=C(N)N", "lumo_energy_ev": [-0.10, -0.10], "symbols": ["C", "C", "N", "N", "N", "H", "H", "H", "H", "H", "H", "H", "C", "C", "N", "H", "H", "H", "H", "H"], "positions_angstrom": [[-2.5288, -0.5737, 0.1373], [-0.4444, 0.5921, -0.1102], [-0.3078, 0.9207, 1.2351], [-0.3525, 1.7484, -0.8565], [-1.2865, -0.3549, -0.5855], [-0.3261, 0.0925, 1.8178], [0.5071, 1.4937, 1.4190], [-0.6648, 1.6271, -1.8110], [-0.7257, 2.5852, -0.4279], [-2.9660, -1.5131, -0.2114], [-3.2677, 0.2112, -0.0676], [-2.3893, -0.6524, 1.2231], [2.5594, -0.2669, 0.1909], [1.3405, -0.7717, -0.5345], [0.7412, -1.8698, -0.0818], [0.2028, -2.3054, -0.8320], [1.3144, -0.5410, -1.6075], [2.5799, 0.8259, 0.1573], [2.5518, -0.5942, 1.2327], [3.4626, -0.6536, -0.2872]]}

=====

6.
{"formula": "C4H12N4", "method": "the ωB97M-V functional and the def2-TZVPD basis", "charge": 0, "de_lowest_kcal_mol": 36.6, "e_tot_ev": -10301.6837, "homo_lumo_gap_ev": 9.63, "smiles": "C/N=C\\N.C/N=C\\N", "lumo_energy_ev": 0.78, "symbols": ["C", "N", "C", "N", "H", "H", "H", "H", "H", "H", "C", "N", "C", "N", "H", "H", "H", "H", "H", "H"], "positions_angstrom": [[-1.6196, -1.7981, 0.3643], [-2.3056, 0.7803, 1.2807], [-3.0781, 0.0209, 0.3867], [-2.7863, -1.0950, -0.1244], [-1.2783, -2.4639, -0.4322], [-1.8669, -2.4735, 1.1855], [-0.8150, -1.1352, 0.6856], [-1.3151, 0.7467, 1.0708], [-2.5998, 1.7454, 1.2763], [-4.0641, 0.4402, 0.1920], [1.4293, -0.6885, -0.7047], [3.7183, 0.8970, -0.9606], [2.5621, 1.3082, -0.2007], [1.5112, 0.6288, -0.0637], [0.3900, -0.8533, -0.9452], [1.8737, -1.4765, -0.0958], [2.0065, -0.6463, -1.6306], [3.9677, 1.6756, -1.5623], [4.4968, 0.8196, -0.3126], [2.6052, 2.3020, 0.2485]]}

=====

7.
{"formula": "C4H12N4O", "method": "the ωB97M-V functional and the def2-TZVPD basis", "charge": 0, "de_lowest_kcal_mol": 27.3, "e_tot_ev": -12350.1231, "homo_lumo_gap_ev": 9.89, "smiles": "[H]/N=C(N)/C(N)=N\\[H].CCO", "lumo_energy_ev": 0.73, "symbols": ["C", "C", "O", "H", "H", "H", "H", "H", "H", "C", "C", "N", "N", "N", "N", "H", "H", "H", "H", "H", "H"], "positions_angstrom": [[-1.8244, 0.5274, -0.6917], [-1.9562, -0.9297, -0.3746], [-1.1537, 1.3149, 0.4080], [-1.6835, 1.1764, 1.2029], [-2.7961, 1.0070, -0.8606], [-1.1640, 0.7093, -1.5351], [-2.7636, -1.1116, 0.3360], [-0.9613, -1.2739, 0.1574], [-2.1275, -1.5138, -1.2688], [1.2034, -0.0765, 0.8223], [1.5209, 0.0532, -0.6480], [1.6128, 0.9434, 1.6121], [1.8268, -1.1408, -1.2163], [0.6268, -1.1590, 1.1916], [1.4797, 1.1205, -1.3367], [1.8252, -1.1875, -2.2206], [1.8200, 1.8271, 1.1708], [1.2481, 1.0047, 2.5498], [1.5880, -1.9620, -0.6838], [0.5240, -1.2575, 2.1990], [1.1546, 1.9286, -0.8137]]}

=====

8.
{"formula": "C4H12N4O", "method": "the ωB97M-V functional and the def2-TZVPD basis", "charge": 0, "de_lowest_kcal_mol": 61.3, "e_tot_ev": -12348.6506, "homo_lumo_gap_ev": 9.03, "smiles": "NNC(N)=O.C=CCN", "lumo_energy_ev": 0.92, "symbols": ["C", "C", "N", "N", "O", "H", "H", "H", "H", "H", "H", "N", "N", "C", "C", "H", "H", "H", "H", "H", "H"], "positions_angstrom": [[-1.7718, -0.7892, 0.0795], [2.0828, 0.4553, 0.4477], [2.5160, -0.7784, 0.1113], [-1.9147, -0.4742, -1.3445], [2.4658, 1.1147, 1.3881], [2.0319, -1.2447, -0.6390], [3.1317, -1.2578, 0.7469], [-2.4141, 0.4033, -1.4572], [-2.4429, -1.1867, -1.8383], [-1.1924, -1.7105, 0.1729], [-2.7630, -0.9017, 0.5505], [1.0095, 1.0876, -0.4701], [0.8722, 0.4964, -1.7369], [-1.0594, 0.3704, 0.8495], [-0.4796, 0.0573, 2.0196], [0.8871, 2.0564, -0.2087], [-0.0405, 0.0423, -1.8308], [0.9779, 1.1358, -2.5191], [-1.5857, 1.3109, 0.7354], [-0.3290, -0.9720, 2.3068], [0.0181, 0.7846, 2.6364]]}

=====

9.
{"formula": "C4H12N4O8", "method": "the ωB97M-V functional and the def2-TZVPD basis", "charge": 0, "de_lowest_kcal_mol": 145.0, "e_tot_ev": -26665.6731, "homo_lumo_gap_ev": 8.18, "smiles": "C[N+](=O)[O-].C[N+](=O)[O-].C[N+](=O)[O-].C[N+](=O)[O-]", "lumo_energy_ev": -1.51, "symbols": ["C", "N", "O", "O", "H", "H", "H", "C", "N", "O", "O", "H", "H", "H", "C", "N", "O", "O", "H", "H", "H", "C", "N", "O", "O", "H", "H", "H"], "positions_angstrom": [[16.6641, -27.8927, -5.0327], [17.5460, -27.6390, -3.8844], [17.2578, -28.1330, -2.8238], [18.5108, -26.9452, -4.0540], [17.2206, -28.4486, -5.7872], [16.2617, -26.9851, -5.4827], [15.8466, -28.4818, -4.6170], [19.6896, -26.1208, -8.5475], [20.6170, -25.0408, -8.1530], [20.1258, -23.9798, -7.8299], [21.8350, -25.2680, -8.1873], [20.2360, -27.0634, -8.5784], [19.2801, -25.7597, -9.4909], [18.9285, -26.2998, -7.7880], [19.7491, -28.8168, -5.7136], [19.5920, -27.8604, -6.8139], [19.4733, -28.2877, -7.9345], [19.4222, -26.6618, -6.4958], [20.7181, -28.6510, -5.2428], [19.5959, -29.8351, -6.0709], [18.9524, -28.6491, -4.9889], [16.5879, -31.9645, -6.1780], [16.9854, -30.6676, -5.6094], [16.2324, -30.1363, -4.7309], [18.0282, -30.1962, -6.0372], [17.3869, -32.6460, -5.8859], [16.4841, -31.8597, -7.2580], [15.7265, -32.3715, -5.6484]]}

=====

10.
{"formula": "C4H12N4S", "method": "the ωB97M-V functional and the def2-TZVPD basis", "charge": 2, "de_lowest_kcal_mol": 0.0, "e_tot_ev": -21116.4758, "homo_lumo_gap_ev": [9.48, 7.30], "s_squared": 2.0136, "lumo_energy_ev": [-6.75, -9.37], "multiplicity": 3, "symbols": ["C", "C", "C", "C", "N", "N", "N", "N", "S", "H", "H", "H", "H", "H", "H", "H", "H", "H", "H", "H", "H"], "positions_angstrom": [[-0.3100, 1.2773, -1.5306], [-0.1466, -0.0903, 2.3866], [1.1749, 1.4652, -3.4974], [0.1847, -2.2088, 1.1623], [0.8384, 1.1823, -2.0728], [-0.2722, -1.4005, 2.3184], [-1.5568, 1.4327, -1.7506], [0.1345, 0.6621, 3.3994], [-1.2408, -2.1756, 3.5693], [2.1442, 0.8412, -3.7393], [0.3703, 1.0084, -4.1128], [1.3534, 2.5459, -3.7852], [-0.3968, -3.0980, 1.1363], [0.0618, -1.7171, 0.1523], [1.2134, -2.5173, 1.2342], [1.6679, 0.9667, -1.6108], [-2.3079, 1.3338, -1.0423], [-1.8250, 1.8305, -2.7322], [0.1671, 1.6534, 3.3234], [0.3972, 0.4091, 4.3621], [-1.6517, -3.4010, 2.8299]]}

=====

11.
{"formula": "C4H12N4S2", "method": "the ωB97M-V functional and the def2-TZVPD basis", "charge": 2, "de_lowest_kcal_mol": 19.3, "e_tot_ev": -31951.8565, "homo_lumo_gap_ev": [7.91, 7.91], "lumo_energy_ev": [-9.01, -9.01], "symbols": ["C", "C", "C", "C", "N", "N", "N", "N", "S", "S", "H", "H", "H", "H", "H", "H", "H", "H", "H", "H", "H", "H"], "positions_angstrom": [[-2.7138, -0.4336, 0.2872], [-2.0556, -1.5266, -0.4794], [1.9084, 0.3826, -1.2177], [0.9782, 0.8454, -0.0968], [1.6403, 0.7870, 1.1668], [-0.1301, 0.0144, -0.3246], [-1.9299, 0.7418, -0.0250], [2.4919, -0.2047, 1.1477], [-0.3721, -1.4975, 0.2154], [3.3561, -0.4693, -0.4686], [-3.7379, -0.3070, -0.0797], [-2.7276, -0.6375, 1.3273], [-2.5857, -2.5292, -0.4724], [-1.8198, -1.1489, -1.4495], [1.4453, -0.2966, -1.8301], [2.1862, 1.2834, -1.8624], [0.6868, 1.8749, -0.3719], [2.0581, 1.7028, 1.3500], [-2.1184, 1.1038, -0.9403], [-1.7707, 1.3223, 0.7391], [3.2281, 0.0671, 1.9083], [1.9822, -1.0747, 1.4766]]}

=====

12.
{"formula": "C4H12N5", "method": "the ωB97M-V functional and the def2-TZVPD basis", "charge": 1, "de_lowest_kcal_mol": 31.2, "e_tot_ev": -11784.6429, "homo_lumo_gap_ev": 9.83, "smiles": "N[C@H]1[C@]2(N)NC[NH2+][C@]12N", "lumo_energy_ev": -3.09, "symbols": ["C", "C", "C", "C", "N", "N", "N", "N", "N", "H", "H", "H", "H", "H", "H", "H", "H", "H", "H", "H", "H"], "positions_angstrom": [[-2.0976, -0.0700, 0.1004], [0.8846, 0.0688, -0.9616], [0.1168, -0.7695, 0.0728], [0.0810, 0.6714, 0.1542], [-1.2114, -1.2399, -0.1192], [2.2657, 0.4254, -1.0300], [0.8954, -1.5119, 1.1727], [0.6143, 1.4040, 1.2070], [-1.3076, 1.1300, -0.1413], [-2.9938, -0.1756, -0.5608], [-2.5403, 0.0983, 1.1561], [0.3950, -0.0301, -2.0184], [-1.4161, -1.6570, -1.1073], [2.7922, 0.0951, -1.8245], [2.7331, 0.0702, -0.2261], [0.3106, -1.6964, 1.9389], [1.4437, -2.3303, 0.7758], [1.1328, 2.2086, 1.0843], [0.9884, 0.8113, 2.0273], [-1.3093, 1.5656, -1.0214], [-1.6305, 1.9260, 0.4797]]}